Record 1
Entry from OMol25: C37H34FN5O3S3V as an isolated structure (wB97M-V/def2-TZVPD).

Results
E_LUMO (alpha / beta) ... -6.859 / -6.582 eV
2S+1 ... 2
HOMO energy (alpha / beta) ... -13.538 / -13.542 eV
Net charge ... +2
Gap between HOMO and LUMO (alpha / beta) ... 6.7 / 7.0 eV

Geometry (Å):
V 18.043 10.772 12.395
C 23.551 12.649 16.891
C 23.937 12.580 15.407
C 24.707 13.799 14.787
C 25.329 13.278 13.458
C 24.362 12.513 12.645
C 24.563 12.103 11.338
C 23.553 11.429 10.589
F 23.903 10.955 9.356
C 22.318 11.192 11.091
C 22.140 11.498 12.427
C 20.803 11.448 12.942
O 19.900 10.993 12.125
C 20.539 11.841 14.277
C 21.611 12.256 15.012
N 22.855 12.279 14.551
C 23.109 12.070 13.214
C 19.200 11.834 14.918
O 18.955 11.937 16.086
O 18.204 11.602 13.996
H 24.480 12.651 17.351
H 23.051 11.770 17.276
H 23.176 13.675 17.169
H 24.587 11.695 15.168
H 25.380 14.216 15.498
H 23.914 14.477 14.682
H 26.211 12.657 13.677
H 25.585 14.191 12.920
H 25.537 12.344 10.922
H 21.526 10.863 10.579
H 21.394 12.607 16.041
S 15.505 10.727 12.808
C 14.945 11.673 11.545
N 13.764 11.594 10.924
C 13.472 12.444 9.782
C 13.922 13.815 10.118
N 15.323 13.803 10.465
C 16.097 15.003 10.026
C 16.479 15.007 8.554
C 17.266 15.992 8.028
C 17.628 15.910 6.709
C 17.262 14.837 5.937
C 16.540 13.778 6.451
C 16.180 13.889 7.805
C 15.908 12.683 10.905
S 17.601 12.445 10.848
C 12.656 10.770 11.445
C 11.409 11.575 11.579
C 11.383 12.613 12.492
C 10.297 13.493 12.551
C 9.211 13.213 11.788
C 9.092 11.984 11.013
C 10.270 11.213 10.849
H 12.453 12.337 9.555
H 14.060 12.170 8.876
H 13.291 14.195 10.909
H 13.803 14.538 9.260
H 16.929 15.019 10.679
H 15.404 15.882 10.263
H 17.618 16.814 8.645
H 18.201 16.715 6.193
H 17.643 14.876 4.898
H 16.213 12.846 5.963
H 15.452 13.200 8.238
H 13.063 10.366 12.436
H 12.506 9.941 10.678
H 12.287 12.835 13.123
H 10.339 14.289 13.240
H 8.289 13.791 11.880
H 8.314 11.791 10.338
H 10.333 10.259 10.202
C 18.430 8.926 15.502
C 18.068 8.160 14.248
C 17.800 6.814 14.268
C 17.255 6.225 13.171
N 17.037 6.952 12.014
C 17.475 8.192 12.007
S 17.530 9.286 10.625
N 17.888 8.852 13.105
H 18.672 8.239 16.279
H 17.755 9.700 15.762
H 19.341 9.464 15.261
H 18.067 6.184 15.115
H 16.937 5.190 13.054

***

Record 2
Entry from OMol25: C37H34GeN4Ru as an isolated structure (wB97M-V/def2-TZVPD).

Results
E_LUMO (alpha / beta) ... -2.330 / -2.593 eV
2S+1 ... 2
HOMO energy (alpha / beta) ... -9.333 / -9.894 eV
ΔE to the lowest compared entry with this formula, charge and spin ... 2.1 kcal/mol
Net charge ... +1
Gap between HOMO and LUMO (alpha / beta) ... 7.0 / 7.3 eV

Geometry (Å):
Ru 1.319 0.520 -0.756
C 0.363 1.164 -3.594
N -0.168 0.952 -2.215
C -1.051 -0.236 -2.152
C -0.230 -1.499 -2.095
C -0.597 -2.660 -2.747
C 0.151 -3.813 -2.553
C 1.236 -3.761 -1.700
C 1.553 -2.558 -1.095
N 0.851 -1.442 -1.298
C -0.813 2.178 -1.696
C 0.241 3.154 -1.241
C 0.077 4.522 -1.360
C 1.043 5.374 -0.845
C 2.151 4.819 -0.232
C 2.253 3.441 -0.163
N 1.325 2.619 -0.654
C 1.822 0.824 -3.725
C 2.460 0.821 -4.956
C 3.812 0.544 -5.009
C 4.487 0.276 -3.828
C 3.778 0.294 -2.644
N 2.470 0.563 -2.590
H -0.218 0.575 -4.306
H 0.228 2.213 -3.865
H -1.614 -0.168 -1.219
H -1.761 -0.249 -2.983
H -1.463 -2.663 -3.396
H -0.119 -4.735 -3.050
H 1.832 -4.638 -1.493
H 2.395 -2.465 -0.422
H -1.481 2.631 -2.436
H -1.403 1.894 -0.825
H -0.807 4.916 -1.843
H 0.930 6.447 -0.923
H 2.931 5.439 0.188
H 3.103 2.963 0.305
H 1.900 1.034 -5.858
H 4.334 0.536 -5.957
H 5.545 0.055 -3.823
H 4.251 0.084 -1.693
C 0.893 0.316 1.124
Ge -0.596 -0.527 2.026
C -2.168 0.516 1.469
C -3.349 0.036 0.910
C -4.366 0.909 0.531
C -4.226 2.274 0.729
C -3.066 2.768 1.318
C -2.048 1.895 1.675
C -0.652 -2.438 1.595
C -1.590 -3.059 0.776
C -1.544 -4.431 0.555
C -0.547 -5.199 1.138
C 0.409 -4.590 1.943
C 0.349 -3.222 2.174
C -0.523 -0.384 3.977
C -1.495 -1.017 4.751
C -1.475 -0.916 6.135
C -0.477 -0.182 6.763
C 0.498 0.450 6.005
C 0.474 0.348 4.618
H 1.651 0.776 1.778
H -3.499 -1.031 0.781
H -5.278 0.514 0.098
H -5.024 2.949 0.446
H -2.959 3.830 1.504
H -1.143 2.293 2.126
H -2.373 -2.479 0.299
H -2.293 -4.900 -0.072
H -0.518 -6.269 0.973
H 1.186 -5.182 2.410
H 1.083 -2.763 2.828
H -2.277 -1.598 4.272
H -2.236 -1.413 6.724
H -0.460 -0.105 7.842
H 1.279 1.021 6.491
H 1.245 0.845 4.039

***

Record 3
Entry from OMol25: C37H34IrN5O2Si as an isolated structure (wB97M-V/def2-TZVPD).

Results
E_LUMO (alpha / beta) ... -3.966 / -5.785 eV
2S+1 ... 6
HOMO energy (alpha / beta) ... -10.256 / -10.213 eV
ΔE to the lowest compared entry with this formula, charge and spin ... 0.0 kcal/mol
Net charge ... +1
Gap between HOMO and LUMO (alpha / beta) ... 6.3 / 4.4 eV

Geometry (Å):
Ir -0.389 -0.004 -0.210
O 0.095 -6.763 -1.722
C 0.118 -6.307 -0.581
O 0.033 -6.814 0.600
C 0.188 -4.798 -0.591
C 0.413 -4.069 0.622
C 0.201 -2.730 0.689
N -0.042 -1.974 -0.448
C -0.138 -2.650 -1.653
C 0.072 -4.040 -1.736
C -0.660 -1.922 -2.807
C -1.407 -2.427 -3.810
C -2.343 -1.402 -4.288
C -1.763 -0.063 -4.781
C -0.582 0.338 -3.887
N -0.408 -0.517 -2.708
C 0.469 -1.904 1.901
C 0.688 -2.437 3.195
C 1.440 -1.843 4.241
C 1.972 -0.581 4.189
C 1.601 0.574 3.373
N 0.240 -0.579 1.589
H 0.814 -4.611 1.511
H -0.149 -4.486 -2.720
H -1.407 -3.474 -4.082
H -3.021 -1.800 -5.075
H -1.697 0.070 -5.839
H 0.366 0.614 -4.388
H 0.180 -3.385 3.399
H 1.587 -2.470 5.137
H 2.865 -0.448 4.789
H 1.326 1.456 3.946
N -0.408 2.048 -0.162
C 0.311 2.607 -1.300
C 1.467 3.307 -1.085
C 2.191 3.849 -2.160
C 1.657 3.870 -3.438
C 0.400 3.323 -3.613
C -0.176 2.558 -2.611
C -1.212 1.535 -3.024
C -2.489 1.907 -3.512
C -3.003 0.706 -4.154
C -3.180 -0.549 -3.237
C -2.717 -0.297 -1.883
C -1.434 0.316 -1.893
H 0.005 2.506 0.665
H -1.412 2.271 -0.200
H 1.684 3.528 -0.021
H 3.247 4.256 -1.982
H 2.196 4.320 -4.291
H -0.033 3.313 -4.621
H -2.985 2.864 -3.367
H -3.786 0.812 -4.948
H -4.266 -0.935 -3.163
H -3.325 -0.494 -0.989
C -1.022 2.124 4.782
Si -1.327 0.662 3.580
C -1.889 -0.741 4.718
C -2.747 1.075 2.383
N 0.213 0.372 2.622
C 2.653 0.843 2.298
C 3.480 -0.176 1.759
C 4.371 0.153 0.790
C 4.436 1.398 0.229
C 3.803 2.426 0.850
C 2.813 2.148 1.838
H -1.963 2.527 5.196
H -0.393 2.875 4.272
H -0.518 1.678 5.670
H -3.000 -0.900 4.764
H -1.449 -0.608 5.764
H -1.441 -1.663 4.281
H -3.659 1.388 2.939
H -2.971 0.209 1.763
H -2.552 1.954 1.692
H 3.387 -1.226 2.077
H 5.076 -0.646 0.557
H 5.042 1.541 -0.643
H 4.020 3.451 0.631
H 2.243 2.962 2.320

***

Record 4
Entry from OMol25: C37H34N2O5RhSe as an isolated structure (wB97M-V/def2-TZVPD).

Results
E_LUMO (alpha / beta) ... -4.285 / -4.284 eV
HOMO energy (alpha / beta) ... -11.199 / -11.199 eV
ΔE to the lowest compared entry with this formula, charge and spin ... 1.2 kcal/mol
Net charge ... +1
Gap between HOMO and LUMO (alpha / beta) ... 6.9 / 6.9 eV

Geometry (Å):
Rh 0.073 -0.050 -0.459
C 4.036 -4.717 -1.990
C 2.707 -4.194 -2.506
C 2.266 -4.913 -3.759
O 2.769 -2.798 -2.783
C 2.463 -2.181 -1.555
C 1.296 -3.040 -1.016
O 1.727 -4.319 -1.450
C -0.224 -2.840 -1.350
O -0.570 -1.478 -1.560
C -0.645 -3.572 -2.633
C -0.917 -2.887 -3.809
C -1.309 -3.574 -4.953
C -1.446 -4.952 -4.928
C -1.201 -5.639 -3.746
C -0.810 -4.956 -2.608
C -1.106 -3.404 -0.219
C -0.640 -4.132 0.869
C -1.526 -4.633 1.820
C -2.889 -4.435 1.684
C -3.369 -3.737 0.582
C -2.485 -3.228 -0.353
C 2.467 -0.643 -1.536
O 1.939 -0.356 -0.242
C 1.582 0.085 -2.548
C 1.013 1.310 -2.161
C 0.149 2.001 -3.028
C -0.125 1.491 -4.274
C 0.491 0.303 -4.677
C 1.320 -0.402 -3.828
C 3.890 -0.109 -1.643
C 4.688 -0.447 -2.733
C 5.971 0.066 -2.841
C 6.468 0.924 -1.870
C 5.674 1.266 -0.787
C 4.387 0.755 -0.675
H 4.794 -4.641 -2.769
H 3.923 -5.764 -1.710
H 4.373 -4.166 -1.113
H 3.063 -4.863 -4.500
H 1.365 -4.463 -4.171
H 2.071 -5.960 -3.530
H 3.266 -2.405 -0.839
H 1.379 -3.007 0.069
H -0.832 -1.813 -3.833
H -1.516 -3.024 -5.862
H -1.754 -5.487 -5.816
H -1.317 -6.715 -3.709
H -0.624 -5.504 -1.695
H 0.411 -4.365 0.981
H -1.141 -5.202 2.657
H -3.576 -4.839 2.416
H -4.435 -3.605 0.443
H -2.866 -2.727 -1.237
H 1.414 1.837 -1.298
H -0.270 2.949 -2.718
H -0.784 2.020 -4.949
H 0.303 -0.084 -5.671
H 1.754 -1.339 -4.143
H 4.312 -1.115 -3.497
H 6.584 -0.205 -3.691
H 7.469 1.323 -1.957
H 6.053 1.935 -0.025
H 3.773 1.026 0.173
O -1.953 0.554 -0.899
H -2.591 0.818 -0.227
H -2.271 -0.256 -1.339
Se 1.531 -1.188 2.220
N -0.064 -0.822 1.410
C -1.038 -1.027 2.284
C -2.439 -0.887 2.067
C -3.285 -1.101 3.103
C -2.824 -1.477 4.409
C -1.509 -1.661 4.653
C -0.576 -1.440 3.590
N 0.725 -1.573 3.723
H -2.817 -0.692 1.078
H -4.351 -1.012 2.941
H -3.552 -1.628 5.194
H -1.129 -1.961 5.619

***

Record 5
Entry from OMol25: C37H34N3O7P2Ti as an isolated structure (wB97M-V/def2-TZVPD).

Results
E_LUMO ... -3.662 eV
HOMO energy ... -11.878 eV
ΔE to the lowest compared entry with this formula, charge and spin ... 44.1 kcal/mol
Net charge ... +1
Gap between HOMO and LUMO ... 8.2 eV

Geometry (Å):
Ti -0.450 -0.498 1.305
N -0.560 -2.406 0.096
C -1.511 -3.373 0.716
C -1.707 -3.012 2.174
O -1.984 -3.828 3.015
N -1.549 -1.654 2.361
C -1.655 -1.100 3.721
C -0.419 -0.239 3.977
O -0.202 0.373 4.966
O 0.403 -0.246 2.878
H -0.699 -2.369 -0.906
H 0.376 -2.773 0.218
H -1.172 -4.400 0.638
H -2.476 -3.294 0.220
H -1.723 -1.882 4.471
H -2.527 -0.454 3.814
C 2.251 1.210 1.079
C 1.616 1.844 -0.189
P 0.213 0.853 -0.898
C 0.794 0.015 -2.412
C 1.980 0.283 -3.082
C 2.259 -0.345 -4.289
C 1.351 -1.234 -4.846
C 0.151 -1.496 -4.196
C -0.120 -0.878 -2.983
C -0.863 2.122 -1.645
C -2.223 1.850 -1.783
C -3.077 2.791 -2.341
C -2.574 4.009 -2.770
C -1.213 4.273 -2.667
C -0.357 3.335 -2.109
P 2.197 -0.618 0.937
C 3.372 -0.956 -0.405
C 4.403 -0.089 -0.748
C 5.267 -0.411 -1.786
C 5.108 -1.598 -2.488
C 4.100 -2.486 -2.131
C 3.238 -2.163 -1.095
C 3.026 -1.357 2.372
C 2.491 -2.517 2.928
C 3.139 -3.160 3.972
C 4.323 -2.636 4.472
C 4.860 -1.480 3.924
C 4.220 -0.845 2.869
H 1.680 1.478 1.960
H 3.262 1.582 1.236
H 2.364 1.997 -0.964
H 1.197 2.813 0.070
H 2.700 0.982 -2.677
H 3.190 -0.130 -4.799
H 1.569 -1.714 -5.792
H -0.574 -2.166 -4.640
H -1.076 -1.051 -2.499
H -2.621 0.897 -1.449
H -4.134 2.573 -2.434
H -3.239 4.756 -3.186
H -0.814 5.215 -3.022
H 0.702 3.557 -2.051
H 4.553 0.840 -0.209
H 6.069 0.270 -2.045
H 5.770 -1.833 -3.313
H 3.983 -3.423 -2.664
H 2.460 -2.867 -0.814
H 1.550 -2.913 2.563
H 2.721 -4.067 4.392
H 4.829 -3.133 5.291
H 5.785 -1.071 4.313
H 4.654 0.053 2.439
O -1.670 3.123 1.663
C -2.204 2.089 1.416
O -1.479 0.925 1.368
C -3.643 1.954 1.062
C -4.256 0.716 0.896
C -5.560 0.645 0.436
C -6.221 1.823 0.152
C -5.651 3.064 0.356
C -4.347 3.125 0.819
N -7.587 1.749 -0.428
O -8.023 0.645 -0.681
O -8.156 2.797 -0.647
H -3.721 -0.193 1.124
H -6.066 -0.299 0.291
H -6.219 3.957 0.144
H -3.853 4.075 0.973

***

Record 6
Entry from OMol25: C37H35AsN2O4SW as an isolated structure (wB97M-V/def2-TZVPD).

Results
E_LUMO ... -13.513 eV
HOMO energy ... -18.735 eV
ΔE to the lowest compared entry with this formula, charge and spin ... 0.0 kcal/mol
Net charge ... +4
Gap between HOMO and LUMO ... 5.2 eV

Geometry (Å):
W -0.144 0.430 -0.850
C 3.240 2.328 -2.544
C 1.780 2.093 -2.496
O 1.362 1.109 -1.680
C 0.836 2.730 -3.245
C -0.514 2.317 -3.334
C -1.403 2.922 -4.354
N -0.975 1.336 -2.536
N -2.270 0.957 -2.769
C -2.517 -0.185 -2.201
O -1.486 -0.735 -1.484
C -3.762 -0.901 -2.276
C -3.878 -2.189 -1.728
C -5.068 -2.878 -1.850
C -6.148 -2.290 -2.508
C -6.039 -1.011 -3.048
C -4.852 -0.316 -2.940
H 3.706 2.111 -1.583
H 3.448 3.356 -2.837
H 3.681 1.677 -3.305
H 1.154 3.532 -3.896
H -0.896 3.719 -4.890
H -2.314 3.302 -3.889
H -1.728 2.157 -5.064
H -3.035 -2.648 -1.228
H -5.161 -3.877 -1.448
H -7.076 -2.837 -2.605
H -6.881 -0.569 -3.563
H -4.752 0.670 -3.376
C -3.793 2.280 0.758
S -2.208 1.771 1.398
O -1.446 1.514 -0.049
C -2.493 0.218 2.116
C -1.863 0.022 3.350
C -2.143 -1.132 4.061
C -3.026 -2.069 3.536
C -3.637 -1.869 2.296
C -3.384 -0.717 1.578
H -4.102 1.615 -0.047
H -3.690 3.308 0.416
H -4.494 2.232 1.594
H -1.198 0.776 3.755
H -1.695 -1.289 5.032
H -3.259 -2.961 4.103
H -4.333 -2.602 1.912
H -3.884 -0.541 0.633
O 0.630 0.309 0.914
As 2.272 -0.272 1.313
C 3.361 1.276 1.191
C 2.777 2.533 1.043
C 3.607 3.644 1.007
C 4.986 3.491 1.110
C 5.552 2.231 1.268
C 4.739 1.108 1.324
C 2.287 -1.372 -0.290
C 0.988 -1.721 -0.795
C 0.898 -2.330 -2.069
C 2.039 -2.556 -2.823
C 3.282 -2.230 -2.296
C 3.408 -1.622 -1.031
C 2.388 -1.203 2.924
C 2.184 -2.586 2.942
C 2.359 -3.254 4.141
C 2.726 -2.549 5.285
C 2.925 -1.171 5.250
C 2.765 -0.480 4.060
H 1.701 2.642 0.997
H 3.179 4.634 0.919
H 5.623 4.365 1.087
H 6.624 2.124 1.368
H 5.177 0.130 1.491
H 0.199 -1.954 -0.074
H -0.068 -2.654 -2.435
H 1.964 -3.024 -3.796
H 4.179 -2.435 -2.869
H 4.392 -1.343 -0.674
H 1.920 -3.133 2.045
H 2.228 -4.327 4.184
H 2.874 -3.082 6.215
H 3.224 -0.641 6.144
H 2.949 0.586 4.013